(1)
2 unconnected molecules or ions with the total composition C23H26BNO6 at a distorted geometry. Source: the OMol25 dataset; level of theory: ωB97M-V/def2-TZVPD.

Last column: Mulliken charge in e.
Atoms and positions in Å:
C (4.8692, -5.5978, -3.3584)  -1.4148
C (3.8792, -5.8057, -2.2605)  0.9852
C (3.5240, -4.7191, -1.4501)  -0.8102
C (2.6616, -4.9386, -0.3866)  -0.4156
C (2.3583, -6.2678, -0.0182)  0.8178
C (1.3936, -6.4873, 1.1322)  -0.0706
C (1.5927, -6.0022, 2.5244)  0.5886
C (0.5740, -5.8979, 3.4685)  -1.0737
N (0.9993, -5.1893, 4.5534)  0.2788
C (0.2720, -5.0914, 5.8141)  -1.0049
C (2.3228, -4.7635, 4.3237)  -0.2741
C (3.2350, -4.0717, 5.1114)  -0.9637
C (4.5144, -3.8289, 4.5858)  -0.6060
C (4.8634, -4.2656, 3.2936)  -0.8827
C (3.9562, -4.9904, 2.5297)  -0.0937
C (2.6972, -5.2552, 3.0369)  0.9733
C (2.4158, -7.2569, -1.0235)  -0.9295
C (3.2700, -7.0600, -2.0983)  -0.7967
H (5.0670, -6.5473, -3.8659)  0.3606
H (4.5353, -4.8462, -4.0869)  0.2890
H (5.7898, -5.2371, -2.8887)  0.3232
H (3.9238, -3.7308, -1.6874)  0.3700
H (2.2521, -4.0978, 0.1591)  0.5278
H (0.9497, -7.4958, 1.1164)  0.5730
H (0.6915, -5.7810, 0.7981)  -0.5748
H (-0.4553, -6.2643, 3.3591)  0.9283
H (0.7937, -4.4156, 6.4922)  0.3031
H (-0.7563, -4.7379, 5.6598)  0.3018
H (0.2017, -6.0876, 6.2733)  0.3200
H (2.9703, -3.7527, 6.1203)  0.2401
H (5.2846, -3.3113, 5.1783)  0.3380
H (5.8527, -4.0461, 2.8713)  0.3789
H (4.1707, -5.3413, 1.5319)  0.4959
H (1.7987, -8.1567, -0.9378)  0.3951
H (3.4470, -7.8469, -2.8393)  0.2729
C (-4.5544, -7.9353, 2.4136)  -1.2066
C (-3.3022, -7.3397, 1.8619)  0.8591
O (-2.2464, -7.0919, 2.4068)  -0.5233
O (-3.5196, -7.0909, 0.5155)  -0.4322
B (-3.0257, -6.0221, -0.1588)  0.8198
O (-2.5584, -6.1790, -1.4281)  -0.4178
C (-1.8583, -7.3277, -1.7895)  0.9208
C (-2.2930, -7.6913, -3.1798)  -1.2028
O (-1.0709, -7.8794, -1.0484)  -0.5071
O (-2.8532, -4.8054, 0.4630)  -0.4964
C (-1.7973, -3.9651, 0.0988)  0.8967
C (-2.2539, -2.5401, 0.1580)  -1.2074
O (-0.7059, -4.3925, -0.2146)  -0.5795
H (-5.0784, -8.5250, 1.6492)  0.3393
H (-4.3516, -8.5581, 3.2869)  0.3377
H (-5.2417, -7.1340, 2.7368)  0.2830
H (-2.5246, -6.7965, -3.7659)  0.3363
H (-1.5274, -8.2818, -3.6798)  0.3507
H (-3.2079, -8.3026, -3.1337)  0.2896
H (-3.1118, -2.4147, 0.8280)  0.3561
H (-1.4223, -1.9139, 0.4928)  0.3428
H (-2.5390, -2.1703, -0.8435)  0.2909

Cartesian forces (eV/Å) of the 6 atoms listed first:
0.3 0.0 0.0
-0.2 -0.2 -0.2
-0.2 -0.6 -0.2
1.0 -0.6 0.1
-1.7 0.0 -0.7
0.0 -0.6 -0.3

The LUMO energy is 0.007 hartree. Its energy above the lowest of the compared OMol25 structures with the same formula, charge and spin is 11.5 kcal/mol. The SMILES is Cc1ccc(Cc2cn(C)c3ccccc23)cc1.CC(=O)OB(OC(C)=O)OC(C)=O. For the frontier orbital gap, the calculation gives 7.0 eV. For the total energy, the calculation gives -38728.0421 eV. The total charge is 0.

---

(2)
A molecular structure, C23H26Br2Cl2F2N2O2 at a distorted geometry. Source: the OMol25 dataset; level of theory: ωB97M-V/def2-TZVPD.

Last column: Mulliken charge in e.
Atoms and positions in Å:
C (0.8551, 1.1339, 4.3801)  -1.4629
C (0.1511, 0.7367, 3.1256)  1.2221
Cl (-1.4734, 1.3245, 3.0379)  -0.1603
C (0.6910, -0.0004, 2.1536)  -0.8745
Cl (2.3480, -0.4456, 2.4513)  -0.1221
C (0.0186, -0.4256, 0.8578)  1.1919
C (-1.4352, -0.9019, 1.0378)  -1.2654
Br (-2.7309, -0.4012, -0.2486)  0.0616
C (-1.8253, -1.7155, 2.0194)  0.3221
C (-0.9619, -2.3237, 3.0869)  -0.9094
Br (-3.6230, -2.2990, 2.1804)  -0.1767
C (0.6582, -1.6450, 0.0507)  2.0352
F (-0.3814, -2.3538, -0.5957)  -0.4918
C (1.4857, -2.7357, 0.7766)  -2.1861
C (1.1160, -4.1732, 0.4136)  -0.3828
C (2.0993, -5.1556, 1.0620)  -0.6983
N (1.7760, -6.5629, 0.7505)  -0.6907
N (1.3978, -1.0745, -1.0483)  -0.3376
C (0.7452, 0.1229, -1.4429)  -0.8524
O (0.7326, 0.4787, -2.5807)  -0.5934
C (0.2996, 0.8021, -0.1633)  2.2394
C (1.6679, 1.5080, 0.2288)  -1.5427
C (2.1743, 2.4819, -0.7905)  -0.0315
O (2.9004, 2.2827, -1.6759)  -0.4758
F (1.7795, 3.7326, -0.5248)  -0.2532
C (-0.7278, 1.9722, -0.2091)  -1.5937
C (-1.1859, 2.5601, -1.5350)  0.5155
C (-1.6541, 1.8622, -2.6511)  0.0300
C (-2.0916, 2.5145, -3.8051)  -1.3792
C (-2.0912, 3.9129, -3.8869)  1.1371
C (-2.5447, 4.5788, -5.1524)  -1.4691
C (-1.6536, 4.6197, -2.7730)  -1.1321
C (-1.1998, 3.9558, -1.6269)  -0.6124
H (1.7808, 1.6550, 4.1584)  0.3310
H (1.0593, 0.2638, 4.9967)  0.2926
H (0.2276, 1.8081, 4.9493)  0.4819
H (-0.3703, -1.6098, 3.6415)  0.0293
H (-0.3518, -3.1115, 2.6608)  0.1075
H (-1.5977, -2.8216, 3.8091)  0.6120
H (1.4972, -2.6555, 1.8525)  0.6510
H (2.5165, -2.6023, 0.4606)  0.4794
H (1.1919, -4.3307, -0.6569)  0.4044
H (0.1087, -4.3889, 0.7654)  0.3639
H (2.1332, -5.0177, 2.1377)  0.3496
H (3.0667, -4.9563, 0.6081)  0.3747
H (1.6812, -6.6221, -0.2586)  0.3002
H (0.8322, -6.7303, 1.0883)  0.2893
H (1.3590, -1.6848, -1.8570)  0.4883
H (1.5680, 2.0427, 1.1658)  0.5741
H (2.4304, 0.7430, 0.2785)  0.8536
H (-0.3004, 2.8031, 0.3382)  0.5125
H (-1.6123, 1.7183, 0.3564)  1.0136
H (-1.6635, 0.7868, -2.6546)  0.3799
H (-2.4213, 1.9116, -4.6373)  0.3635
H (-1.8128, 4.3614, -5.9294)  0.3048
H (-3.4759, 4.1446, -5.4998)  0.3528
H (-2.6251, 5.6556, -5.0599)  0.3531
H (-1.6697, 5.6989, -2.8144)  0.3053
H (-0.8684, 4.5722, -0.8023)  0.3708

Cartesian forces (eV/Å) of the 6 atoms listed first:
-0.2 0.3 0.1
0.0 0.1 -0.2
-0.1 0.1 0.0
-0.5 -0.4 0.6
0.2 0.0 0.1
0.4 0.2 -1.2

The LUMO energy is 0.011 hartree. For the frontier orbital gap, the calculation gives 8.9 eV. For the total energy, the calculation gives -201911.8924 eV. The total charge is 0.

---

(3)
A molecular structure, C23H26BrGe2IO6PdS at a distorted geometry. Source: the OMol25 dataset; level of theory: ωB97M-V/def2-TZVPD.

Last column: Löwdin spin population.
Atoms and positions in Å:
Pd (1.4642, -0.7564, 0.9802)  1.2632
O (0.0204, 0.7811, 0.1333)  0.0622
S (-1.1262, -0.1122, 0.3208)  0.0336
O (-2.4035, 0.4248, -0.0490)  0.0513
O (-1.1428, -0.5019, 1.8140)  0.0233
O (-0.8669, -1.4444, -0.4124)  0.0810
Br (3.0994, 2.0866, 0.6705)  0.2577
C (4.1143, 0.5356, 0.2405)  0.0466
C (5.4724, 0.6932, 0.0093)  0.0165
C (6.2574, -0.4426, -0.1202)  -0.0009
C (5.6886, -1.6986, 0.0195)  0.0226
C (4.3227, -1.8324, 0.2551)  0.0666
C (3.5157, -0.7098, 0.3111)  0.3093
I (2.2486, 0.5096, 3.1812)  0.9110
H (5.9106, 1.6802, -0.0366)  0.0032
H (7.3191, -0.3384, -0.2938)  -0.0001
H (6.3084, -2.5832, -0.0430)  0.0027
H (3.9068, -2.8270, 0.3723)  0.0193
C (1.9246, -3.6251, -1.8462)  0.0133
O (1.1813, -3.9363, -0.6387)  0.1574
C (1.4783, -3.2413, 0.4253)  0.4505
O (0.9675, -3.3038, 1.5026)  0.3176
H (1.9387, -2.5473, -2.0003)  0.0052
H (1.3832, -4.1269, -2.6405)  0.0010
H (2.9354, -4.0164, -1.7588)  0.0019
C (-2.0589, 2.3270, 2.6405)  0.0002
Ge (-2.2563, 0.4574, 3.0496)  0.0043
C (-1.4316, -0.1318, 4.6900)  0.0055
C (-3.9930, -0.3171, 2.7585)  0.0123
Ge (-2.7239, -2.2905, -0.6017)  0.5032
C (-2.1568, -4.1336, -0.6066)  0.1335
C (-1.9523, -4.7442, -1.8487)  0.0248
C (-1.4330, -6.0293, -1.9123)  0.0075
C (-1.1190, -6.7096, -0.7447)  0.0019
C (-1.3336, -6.1152, 0.4909)  0.0035
C (-1.8525, -4.8335, 0.5612)  0.0144
C (-3.1768, -1.6146, -2.3478)  0.0999
C (-2.1750, -1.2943, -3.2668)  0.0203
C (-2.5130, -0.8504, -4.5349)  0.0040
C (-3.8468, -0.7116, -4.8936)  0.0074
C (-4.8462, -1.0156, -3.9825)  -0.0004
C (-4.5128, -1.4604, -2.7117)  0.0143
H (-2.9571, 2.8433, 2.9818)  0.0000
H (-1.9627, 2.4932, 1.5691)  0.0001
H (-1.1953, 2.7458, 3.1538)  0.0000
H (-2.1770, -0.1437, 5.4859)  0.0002
H (-0.6186, 0.5267, 4.9898)  0.0045
H (-1.0543, -1.1469, 4.5693)  0.0009
H (-4.6778, 0.0319, 3.5331)  0.0006
H (-3.9323, -1.4037, 2.8246)  0.0052
H (-4.3909, -0.0281, 1.7871)  0.0033
H (-2.2090, -4.2252, -2.7646)  0.0023
H (-1.2845, -6.5035, -2.8736)  0.0011
H (-0.7131, -7.7110, -0.7975)  0.0001
H (-1.0971, -6.6554, 1.3977)  0.0002
H (-2.0153, -4.3764, 1.5303)  0.0033
H (-1.1310, -1.3854, -2.9945)  0.0012
H (-1.7340, -0.6052, -5.2451)  0.0006
H (-4.1056, -0.3618, -5.8834)  0.0004
H (-5.8855, -0.8995, -4.2584)  0.0000
H (-5.3071, -1.6862, -2.0098)  0.0033

Cartesian forces (eV/Å) of the 6 atoms listed first:
0.8 -0.3 -0.2
0.2 -0.5 -0.1
-0.4 0.3 -0.1
0.1 0.0 0.0
0.1 -0.1 -0.4
-0.8 0.6 0.6

The LUMO energy (spin up / spin down) is -0.078 / -0.216 hartree. Its energy above the lowest of the compared OMol25 structures with the same formula, charge and spin is 0.0 kcal/mol. Its spin multiplicity is 6. For the frontier orbital gap (spin up / spin down), the calculation gives 8.8 / 6.0 eV. For the total energy, the calculation gives -242037.4417 eV. Its expectation value of S² is 8.77. The total charge is +1.

---

(4)
8 unconnected molecules or ions with the total composition C23H26Cl14F9N3O5S at a distorted geometry. Source: the OMol25 dataset; level of theory: ωB97M-V/def2-TZVPD.

Last column: Mulliken charge in e.
Atoms and positions in Å:
C (2.5845, -3.1136, 0.2827)  -0.9374
C (2.0008, -3.2576, -1.1049)  0.6053
O (2.5087, -3.9558, -1.9491)  -0.6182
N (0.7633, -2.6360, -1.3093)  0.7557
C (0.1141, -2.9882, -2.5773)  -0.3951
C (0.6813, -1.2499, -0.9843)  -0.6322
C (1.4426, -0.2655, -1.6283)  -1.7531
N (2.3901, -0.6217, -2.6147)  -0.0658
C (1.2479, 1.1010, -1.2904)  1.1973
S (2.1895, 2.3243, -2.2063)  1.8263
O (1.8169, 3.6481, -1.8084)  -0.8194
O (2.2043, 2.0069, -3.6016)  -0.7487
C (3.9932, 2.2568, -1.6550)  0.5212
F (4.5474, 3.2163, -2.4115)  -0.2673
F (4.5730, 1.0945, -1.9797)  -0.2296
C (4.2443, 2.6081, -0.1357)  0.5146
F (4.7522, 3.8466, -0.0837)  -0.3168
F (3.0745, 2.5961, 0.5492)  -0.1513
C (5.2414, 1.6960, 0.6518)  0.5284
F (5.5798, 2.3691, 1.7694)  -0.2864
F (6.3521, 1.5064, -0.0775)  -0.2858
C (4.6673, 0.3246, 1.1347)  0.5555
F (5.6650, -0.5311, 1.3574)  -0.2659
F (3.9660, 0.4799, 2.2535)  -0.2326
F (3.8513, -0.2114, 0.2109)  -0.1449
C (0.3075, 1.5278, -0.3292)  0.8532
C (0.0481, 2.9566, 0.0468)  -1.6767
C (-0.4436, 0.5055, 0.2676)  0.6097
C (-0.2395, -0.8351, -0.0428)  0.7259
C (-1.1899, -1.6704, 0.7540)  -0.4342
O (-1.1742, -2.8495, 0.9387)  -0.5419
N (-2.0887, -0.7710, 1.3921)  -0.0250
C (-1.5496, 0.5565, 1.2825)  -0.2562
O (-1.9477, 1.4540, 1.9688)  -0.6082
H (2.4544, -4.0725, 0.7878)  0.3951
H (2.0949, -2.3386, 0.8708)  0.2062
H (3.6515, -2.8971, 0.2051)  0.2311
H (-0.8228, -2.4310, -2.6443)  0.3964
H (0.7185, -2.7829, -3.4646)  0.2899
H (-0.1202, -4.0519, -2.5500)  -0.2680
H (1.9831, -1.1561, -3.3700)  0.2517
H (3.1886, -1.1120, -2.2343)  0.2477
H (0.9162, 3.4076, 0.5268)  0.1635
H (-0.2016, 3.5504, -0.8316)  0.2988
H (-0.7941, 3.0228, 0.7254)  0.3597
H (-3.0534, -0.8314, 1.0826)  0.2941
Cl (1.5149, 2.3238, 3.6007)  -0.0834
C (0.2403, 1.8392, 4.7237)  -0.0950
Cl (0.7144, 0.4380, 5.6988)  -0.2005
H (0.0357, 2.6682, 5.3900)  0.3476
H (-0.6408, 1.5764, 4.1496)  0.0281
Cl (-2.0546, 3.0761, -4.2402)  -0.1343
C (-0.7783, 2.0597, -4.9211)  -0.1878
Cl (-0.8200, 0.4205, -4.2504)  -0.0680
H (-0.9183, 1.9908, -5.9926)  0.4192
H (0.1815, 2.4930, -4.6719)  0.0230
Cl (-1.4347, -6.2059, -2.8237)  -0.1204
C (-0.6894, -7.6371, -2.1046)  -0.2491
Cl (-1.4936, -8.1166, -0.6029)  -0.1568
H (-0.7622, -8.4556, -2.8099)  0.3109
H (0.3454, -7.4075, -1.8803)  0.2182
Cl (-3.7709, -4.1073, -1.2731)  -0.1694
C (-3.6592, -4.6913, 0.3934)  0.0024
Cl (-4.8516, -3.9186, 1.4468)  -0.1847
H (-3.8380, -5.7598, 0.3902)  0.3091
H (-2.6712, -4.4572, 0.7679)  0.0708
Cl (-2.4725, 5.6379, -1.5599)  -0.1619
C (-3.7648, 5.1164, -0.4695)  -0.0160
Cl (-3.2809, 3.7415, 0.5290)  -0.0008
H (-4.0160, 5.9415, 0.1857)  0.3252
H (-4.6189, 4.8192, -1.0661)  -0.0968
Cl (-1.8496, 1.1846, 9.6641)  -0.1614
C (-0.5194, 0.1594, 9.1089)  0.0457
Cl (-0.5091, -1.4165, 9.9104)  -0.1591
H (-0.6291, 0.0045, 8.0439)  0.0033
H (0.4144, 0.6619, 9.3298)  0.2714
Cl (-7.5651, 4.4870, -1.7268)  -0.1614
C (-7.2008, 2.8423, -2.2685)  -0.3117
Cl (-5.7550, 2.1934, -1.4865)  -0.0809
H (-8.0416, 2.2062, -2.0210)  0.2849
H (-7.0303, 2.8662, -3.3378)  0.2734

Cartesian forces (eV/Å) of the 6 atoms listed first:
0.1 0.3 -0.1
-0.2 0.0 0.5
0.0 -0.3 -0.1
0.7 0.3 -0.9
-0.4 -0.1 0.1
-0.4 0.0 0.6

The LUMO energy is -0.048 hartree. Its energy above the lowest of the compared OMol25 structures with the same formula, charge and spin is 0.0 kcal/mol. The SMILES is CC(=O)N(C)c1c(N)c(S(=O)(=O)C(F)(F)C(F)(F)C(F)(F)C(F)(F)F)c(C)c2c1C(=O)NC2=O.ClCCl.ClCCl.ClCCl.ClCCl.ClCCl.ClCCl.ClCCl. For the frontier orbital gap, the calculation gives 8.7 eV. For the total energy, the calculation gives -249587.4484 eV. The total charge is 0.